No. 1
Below is a molecular structure, C19H28Cl30O3, with properties calculated with ωB97M-V/def2-TZVPD.

Positions of all 80 atoms, in Å:
C -3.0867 2.8915 2.7243
Cl -3.1949 4.5484 1.9528
Cl -1.9635 3.0403 4.0979
Cl -2.4519 1.6154 1.6248
H -4.0594 2.5788 3.1040
C 4.3572 5.1909 -2.0124
Cl 3.0864 6.2271 -1.3809
Cl 4.1717 3.7775 -1.0305
Cl 5.9435 5.9743 -1.8202
H 4.1782 4.9286 -3.0552
C 0.2565 -0.3241 -0.2311
Cl -0.0033 -0.1705 -1.9642
Cl 0.7641 1.2225 0.5442
Cl 1.4525 -1.6114 0.1238
H -0.7282 -0.5793 0.1606
C -1.4511 3.7556 -2.4093
Cl -0.7712 3.4821 -4.0614
Cl -2.9984 2.8601 -2.1543
Cl -1.6433 5.5580 -2.1074
H -0.6847 3.4515 -1.6964
C 2.4168 -0.2382 -4.4829
Cl 3.3049 -0.7699 -6.0245
Cl 2.2445 1.5903 -4.3806
Cl 3.1385 -0.8737 -3.0555
H 1.4104 -0.6497 -4.5596
C 3.2862 -5.3267 2.1085
Cl 3.6657 -4.4315 3.5440
Cl 4.4622 -5.0807 0.8373
Cl 1.6094 -5.0710 1.4052
H 3.4668 -6.3679 2.3758
C 5.8450 -3.9451 -2.8660
Cl 6.0103 -2.4313 -3.8738
Cl 6.8977 -4.0653 -1.4352
Cl 6.0807 -5.3229 -3.9451
H 4.8041 -4.0019 -2.5475
C 0.2225 -1.4029 4.2971
Cl -1.0683 -0.6280 3.3837
Cl 1.7405 -0.4927 3.9483
Cl 0.4119 -2.9073 3.4972
H 0.0643 -1.5870 5.3597
C 5.5234 -0.6192 3.8439
Cl 5.1411 1.0954 3.8451
Cl 4.9611 -1.3471 2.3894
Cl 5.0270 -1.3787 5.3852
H 6.6129 -0.6087 3.8746
C -0.9549 -5.2360 -3.8341
Cl -0.4368 -5.7778 -5.4835
Cl -2.7393 -5.4288 -3.8881
Cl -0.4403 -3.5030 -3.5198
H -0.5178 -5.9954 -3.1858
C 2.0261 3.0324 3.2535
C 1.8293 4.4781 3.2547
O 1.8668 5.1209 4.3140
C 1.4233 5.0749 1.9409
H 2.4485 2.5989 2.3470
H 1.1412 2.4784 3.5666
H 2.7287 2.8580 4.0685
H 1.5730 6.1543 1.9203
H 0.3521 4.8778 1.8970
H 1.9897 4.6999 1.0885
C -7.3312 -0.4972 2.3601
C -5.7951 -0.4553 2.5740
O -4.9952 -0.2377 1.6712
C -5.2929 -0.5418 3.9949
H -7.6767 -0.3297 1.3400
H -7.7880 0.3270 2.9079
H -7.7907 -1.4455 2.6388
H -4.8118 -1.5183 4.0513
H -6.2135 -0.4570 4.5724
H -4.5518 0.2002 4.2922
C -3.2787 -1.2956 -5.3047
C -4.4545 -1.3813 -4.2901
O -5.6210 -1.6275 -4.6908
C -4.1547 -1.1138 -2.8963
H -2.9006 -0.2738 -5.3366
H -3.5960 -1.4595 -6.3345
H -2.4670 -2.0034 -5.1363
H -4.9685 -1.3409 -2.2075
H -3.8535 -0.0728 -2.7792
H -3.2016 -1.4639 -2.4999

Computed properties:
- E: -14772.10640 Eh
- Highest occupied orbital energy: -9.502 eV
- Gap between HOMO and LUMO: 9.50 eV
- Largest force on an atom: 4.0 eV/Å
- Multiplicity: 1



No. 2
Below is a molecular structure, H5NO5P2, with properties calculated with ωB97M-V/def2-TZVPD.

Positions of all 13 atoms, in Å:
N 0.1058 -2.1079 -0.2597
O -0.9188 -1.1930 -0.6918
P -0.5888 0.3513 -0.8865
O -1.7657 1.1907 -0.7419
O 0.2495 0.4606 -2.2331
O 0.6268 0.6838 0.1176
P 0.3560 0.9475 1.6970
O 0.0546 -0.2767 2.4457
H 0.3184 -1.8275 0.6954
H 0.9133 -1.9410 -0.8535
H -0.2875 0.2011 -2.9984
H 1.5632 1.5741 2.0076
H -0.6268 1.9370 1.7016

Computed properties:
- E: -1116.76682 Eh
- Highest occupied orbital energy: -10.676 eV
- Gap between HOMO and LUMO: 11.08 eV
- Largest force on an atom: 0.4 eV/Å
- Multiplicity: 1



No. 3
Below is a molecular structure, C9H14N2PPb, with properties calculated with ωB97M-V/def2-TZVPD.

Positions of all 27 atoms, in Å:
C 0.5046 -0.3288 -3.6628
C -0.7634 -0.9895 -3.5311
C -0.5645 -2.2057 -2.8251
C 0.8195 -2.3096 -2.5069
C 1.4908 -1.1568 -3.0230
Pb 0.9569 0.8149 -0.2368
P -0.6866 2.9098 -0.4700
H 0.6920 0.6420 -4.1058
H -1.7034 -0.5916 -3.8981
H -1.3349 -2.8966 -2.5072
H 2.5546 -0.9291 -2.9406
H 1.3087 -3.1153 -1.9649
H -1.7495 3.0414 0.4885
H -1.2198 3.3828 -1.7283
H 0.2649 3.9156 -0.0954
C 1.4733 1.1127 2.5792
C 0.2732 0.2130 2.5385
N -0.3292 -0.2967 1.4564
C -1.3956 -1.1000 1.9088
C -1.4400 -1.0172 3.2718
N -0.3776 -0.1955 3.6354
H 1.1743 2.0874 3.0212
H 2.2586 0.6195 3.1726
H 2.0244 1.4030 1.6418
H -2.0168 -1.6205 1.2075
H -2.1076 -1.4745 4.0008
H -0.1071 0.0855 4.5736

Computed properties:
- E: -994.67500 Eh
- Highest occupied orbital energy (alpha / beta): -9.313 / -10.464 eV
- Energy above the lowest of the compared OMol25 structures with the same formula, charge and spin: 92.50 kJ/mol
- Gap between HOMO and LUMO (alpha / beta): 4.94 / 6.89 eV
- Largest force on an atom: 3.1 eV/Å
- Multiplicity: 1
- Total charge: +1



No. 4
Below is a molecular structure, C36H35BF4N2O3S9V, with properties calculated with ωB97M-V/def2-TZVPD.

Positions of all 91 atoms, in Å:
V 0.8061 -2.0605 0.6483
C -1.9807 0.7457 -1.0043
C -2.1150 -0.1537 0.1864
N -1.7258 0.3031 1.3122
N -1.9583 -0.2725 2.4940
C -1.1326 -0.8101 3.2986
S 0.5481 -1.1929 3.1694
S -1.8608 -1.1865 4.9103
C -3.4262 -2.0046 4.4123
C -4.5445 -1.0531 4.1079
C -5.0606 -0.2233 5.0997
C -6.1106 0.6383 4.8260
C -6.6588 0.6857 3.5515
C -6.1444 -0.1315 2.5566
C -5.0960 -0.9960 2.8339
C -2.7146 -1.5010 -0.0016
C -3.9820 -1.6816 -0.5377
C -4.5559 -2.9442 -0.6050
C -3.8545 -4.0488 -0.1311
C -2.5769 -3.9023 0.3788
C -1.9877 -2.6321 0.4281
O -0.7487 -2.4803 0.7842
H -1.2552 1.5291 -0.7857
H -1.6491 0.1608 -1.8599
H -2.9382 1.2137 -1.2563
H -3.1890 -2.6290 3.5520
H -3.6741 -2.6333 5.2692
H -4.6219 -0.2535 6.0902
H -6.5047 1.2764 5.6084
H -7.4839 1.3548 3.3370
H -6.5584 -0.1009 1.5560
H -4.7018 -1.6305 2.0523
H -4.5335 -0.8163 -0.8903
H -5.5496 -3.0641 -1.0208
H -4.3038 -5.0345 -0.1695
H -1.9736 -4.7448 0.6926
O 2.4465 -1.4799 0.4980
S 3.5362 -1.5986 -0.5336
C 4.7740 -0.3809 0.1598
C 4.3503 1.1079 0.2152
C 4.4003 1.8001 1.5880
C 3.2311 1.4748 2.4911
S 1.6107 2.1668 1.9044
O 1.3739 1.6245 0.5494
C 2.2598 3.8384 1.5397
C 2.2538 4.2976 0.2317
C 2.5934 5.6128 -0.0470
C 2.9332 6.4755 0.9865
C 2.9134 6.0220 2.3000
C 2.5669 4.7096 2.5784
C 3.0101 -0.6100 -1.9283
C 1.5415 -0.4313 -2.1156
C 1.1712 0.0931 -3.5264
C 2.2336 0.9854 -4.1205
C 3.5294 0.7854 -3.8368
C 3.9277 -0.1041 -2.7758
H 5.6716 -0.4938 -0.4467
H 4.9425 -0.8149 1.1468
H 3.3287 1.2131 -0.1436
H 4.9972 1.6555 -0.4736
H 4.3982 2.8809 1.4265
H 5.3424 1.5438 2.0877
H 3.3587 1.8832 3.4955
H 3.0536 0.4027 2.5694
H 1.9780 3.6054 -0.5549
H 2.5909 5.9684 -1.0700
H 3.2002 7.5030 0.7715
H 3.1639 6.6998 3.1074
H 2.5300 4.3534 3.6019
H 1.1580 0.2685 -1.3724
H 0.2280 0.6307 -3.4238
H 1.9281 1.6449 -4.9258
H 4.3012 1.3101 -4.3872
H 4.9820 -0.3063 -2.6237
F 2.8174 -4.2230 -0.0761
B 2.1836 -4.7272 1.0803
F 2.3513 -3.7725 2.1146
F 0.8111 -4.8839 0.8339
F 2.7583 -5.9428 1.4455
C -1.9808 0.8534 -5.5623
S -1.8168 -0.6732 -4.5698
C -0.2664 -1.2600 -5.1329
C 0.9256 -0.9937 -4.5630
S 0.6361 -2.0162 -1.7596
S 2.2889 -1.7926 -5.3025
C 1.4539 -2.4808 -6.6642
S 2.2079 -3.2574 -7.9077
S -0.2753 -2.3252 -6.5369
H -2.9944 1.2134 -5.3982
H -1.8312 0.6214 -6.6139
H -1.2625 1.5972 -5.2238

Computed properties:
- E: -6680.20436 Eh
- Highest occupied orbital energy (alpha / beta): 0.709 / 0.437 eV
- ⟨S²⟩: 0.838
- Energy above the lowest of the compared OMol25 structures with the same formula, charge and spin: 602.57 kJ/mol
- Gap between HOMO and LUMO (alpha / beta): 2.86 / 3.13 eV
- Largest force on an atom: 9.3 eV/Å
- Multiplicity: 2
- Total charge: -2



No. 5
Below is a single C4H9OP molecule, with properties calculated with ωB97M-V/def2-TZVPD.

Positions of all 15 atoms, in Å:
C 0.9445 -0.1980 -1.9263
C 0.8806 -0.0235 -0.3760
O 1.8245 0.3416 0.2435
C -0.4648 -0.4213 0.3597
C -1.3953 0.8351 0.5005
P -0.0210 -1.0858 2.0330
H 1.0744 -1.1708 -2.1096
H 1.7255 0.3868 -2.1900
H -0.0686 0.0339 -2.3086
H -0.9089 -1.2554 -0.2382
H -0.9220 1.5585 1.0797
H -1.6126 1.2621 -0.5428
H -2.3532 0.5420 0.9953
H 0.0124 0.2329 2.5094
H 1.2845 -1.0381 1.9705

Computed properties:
- E: -574.34325 Eh
- Highest occupied orbital energy: -9.354 eV
- Energy above the lowest of the compared OMol25 structures with the same formula, charge and spin: 92.49 kJ/mol
- Gap between HOMO and LUMO: 10.27 eV
- Largest force on an atom: 5.6 eV/Å
- Multiplicity: 1
- SMILES string: CC(=O)[C@H](C)P



No. 6
Below is 2 unconnected molecules or ions with the total composition C31H46BFN2O10P2S, with properties calculated with ωB97M-V/def2-TZVPD.

Positions of all 94 atoms, in Å:
C -0.4605 3.3039 -3.5298
C 0.2300 1.7981 -3.5643
C -0.4007 0.8486 -2.3507
O 0.4201 1.1373 -1.1279
C -0.3980 0.5791 -0.0004
C 0.6302 -0.1730 1.0692
C 0.5704 -1.8137 1.3875
C -0.5255 -2.7577 0.6155
C -2.0972 -2.3709 0.9042
C -2.9488 -2.8404 -0.4566
C -4.4094 -2.1079 -0.5927
C -4.3414 -0.8310 -1.6655
C -5.5406 0.2670 -1.4507
C -4.8341 1.7642 -1.5637
C -4.4874 2.2168 -0.0103
O -5.7070 2.3892 0.8211
C -5.4331 3.4368 1.8416
C -4.8027 2.9912 3.3233
O -5.6670 4.7306 1.5296
C 1.6680 -2.4167 2.4769
B 1.7547 -4.0402 2.8907
C 3.2836 -4.7073 2.7131
O 0.5850 -4.8036 3.4084
C 2.8169 -1.4621 3.2295
C 2.7928 0.1291 2.8349
C 1.7369 0.8432 1.8034
N 1.7134 2.3235 1.4926
C 3.0963 2.9251 1.3755
C 3.3237 4.1057 0.2190
P 1.9451 4.7385 -0.9491
N 2.6903 5.2095 -2.3287
C 4.8172 4.8360 0.0409
C 6.1129 4.4621 0.9767
C 5.9021 3.2761 2.1310
C 7.2226 2.8951 3.0271
P 8.4348 1.8545 1.9125
O 9.9597 2.2974 2.1900
O 8.3606 0.1375 2.2671
O 8.1288 2.0640 0.2067
C 4.4015 2.5678 2.3047
S 4.1128 1.2436 3.6516
H -1.1330 3.4132 -4.4811
H -1.1555 3.4559 -2.5961
H 0.4032 4.1114 -3.4684
H 1.3884 1.9410 -3.4502
H -0.0276 1.3479 -4.6316
H -0.2790 -0.2635 -2.7232
H -1.5218 1.1622 -2.2258
H -1.1643 -0.1502 -0.5041
H -0.9636 1.4366 0.5918
H -0.4163 -3.9085 0.8094
H -0.3283 -2.6077 -0.5522
H -2.5922 -2.9610 1.7918
H -2.2512 -1.2232 1.1463
H -2.3540 -2.6002 -1.4565
H -3.1443 -4.0074 -0.4815
H -4.9207 -1.8270 0.4224
H -5.1332 -2.8981 -1.1176
H -3.2536 -0.3857 -1.5550
H -4.4330 -1.2150 -2.7829
H -6.3753 0.1446 -2.2839
H -6.0802 0.0834 -0.4234
H -3.8712 1.7362 -2.2438
H -5.6159 2.5659 -1.9647
H -3.8124 3.1782 -0.0033
H -3.8677 1.3529 0.5061
H -3.7612 2.4641 3.0897
H -4.6356 3.9804 3.9408
H -5.5157 2.2297 3.8910
H 4.0896 -3.8463 2.5281
H 3.6450 -5.2463 3.7089
H 3.3479 -5.4010 1.7620
H 0.9035 -5.7672 3.4448
H 3.5804 -1.9269 4.0077
H 1.1418 2.8452 2.2212
H 1.3287 5.9059 -0.3396
H 0.9198 3.7459 -1.1454
H 2.5183 6.2436 -2.4594
H 4.9537 5.6660 -0.8018
H 7.1277 5.0087 0.7733
H 6.9368 2.2410 3.9586
H 7.8364 3.8174 3.4183
H 8.1706 -0.2990 1.3627
H 8.4111 3.0140 0.0159
O -1.4689 -5.0352 -2.2482
C -2.2974 -5.8183 -2.6820
O -2.1976 -7.1784 -2.5746
C -3.4074 -7.7086 -3.0780
C -3.8911 -6.6182 -3.9718
F -5.2422 -6.5837 -4.0026
O -3.4312 -5.4454 -3.3394
H -4.0903 -7.9083 -2.2455
H -3.2312 -8.6423 -3.6189
H -3.4957 -6.6656 -4.9921

Computed properties:
- E: -3275.53273 Eh
- Highest occupied orbital energy: -7.980 eV
- Gap between HOMO and LUMO: 7.27 eV
- Largest force on an atom: 9.0 eV/Å
- Multiplicity: 1
- SMILES string: CCCOCc1c(CCCCCCCCOC(C)=O)c(B(C)O)cc2c1Nc1c([PH2]=N)ccc(CP(=O)(O)O)c1S2.O=C1OC[C@@H](F)O1



Q: The highest largest force on an atom belongs to which entry?
A: C36H35BF4N2O3S9V



Q: What is the formula in the fifth record?
A: C4H9OP



Q: The highest largest force on an atom belongs to which entry?
A: C36H35BF4N2O3S9V